(1)
Computed, not measured: a molecular structure, C41H39Br2F4HgN5O2S2, with the ωB97M-V functional and the def2-TZVPD basis.

Output
* highest occupied orbital energy: 0.028 hartree
* electronic energy: -8507.21536 a.u.
* E_LUMO: 3.823 eV
* total charge: -2

Each line ends with the Löwdin charge.
Geometry (Å):
Hg: 0.53 -0.78 0.09  1.0205
C: 2.41 -1.04 3.82  -0.0787
C: 2.18 0.47 3.73  -0.2398
N: 2.01 1.01 2.38  -0.1727
C: 3.29 1.41 1.77  -0.2656
C: 4.20 0.24 1.43  -0.0779
C: 1.03 2.11 2.36  -0.1802
C: -0.37 1.71 1.82  -0.2289
N: -0.74 0.30 1.89  -0.0180
C: -1.32 -0.18 2.99  -0.2114
C: -1.98 -1.45 2.95  -0.1733
F: -2.12 -2.06 1.76  0.0419
C: -2.55 -2.06 4.04  -0.2450
F: -3.13 -3.26 3.87  0.0579
C: -2.58 -1.47 5.29  0.0095
C: -2.03 -0.21 5.36  -0.2531
F: -2.04 0.44 6.54  0.0493
C: -1.45 0.42 4.28  -0.1537
F: -0.96 1.67 4.53  0.0330
H: 2.08 -1.41 4.79  0.0659
H: 3.46 -1.31 3.70  0.0503
H: 1.84 -1.55 3.05  0.0397
H: 3.00 1.01 4.24  0.1098
H: 1.27 0.69 4.29  0.0885
H: 3.06 1.93 0.85  0.0796
H: 3.82 2.12 2.43  0.1083
H: 4.68 -0.18 2.32  0.0516
H: 4.99 0.59 0.76  0.0735
H: 3.64 -0.55 0.92  0.0585
H: 1.41 2.92 1.73  0.1040
H: 0.92 2.52 3.36  0.0951
H: -0.42 1.97 0.76  0.0475
H: -1.12 2.34 2.31  0.1042
H: -3.02 -1.96 6.15  0.1101
O: 0.59 -2.63 1.62  -0.2391
N: 0.00 -3.75 1.25  -0.2233
C: 0.10 -4.78 2.12  -0.0354
C: -0.41 -6.02 1.86  -0.0866
C: -1.05 -6.23 0.64  -0.1027
C: -1.17 -5.18 -0.23  -0.1124
C: -0.67 -3.89 0.06  -0.6592
S: -0.90 -2.61 -1.05  0.6335
H: 0.62 -4.52 3.03  0.1337
H: -0.30 -6.81 2.60  0.0927
H: -1.44 -7.21 0.38  0.0945
H: -1.67 -5.30 -1.18  0.0910
Br: 5.35 -4.29 -3.85  0.5879
C: 4.20 -3.34 -2.64  -0.7226
C: 3.61 -4.07 -1.57  -0.1915
C: 2.73 -3.33 -0.79  -0.2214
N: 2.44 -2.05 -0.92  -0.0199
C: 3.08 -1.31 -1.93  -0.2742
C: 3.97 -2.03 -2.85  -0.1147
C: 2.82 0.02 -2.01  -0.2589
C: 3.58 0.92 -2.88  -0.1175
C: 3.35 2.24 -2.84  -0.7189
Br: 4.46 3.41 -3.90  0.5938
C: 2.35 2.83 -1.99  -0.1861
C: 1.64 1.94 -1.22  -0.2503
N: 1.81 0.61 -1.17  -0.0397
H: 3.81 -5.12 -1.40  0.0525
H: 2.23 -3.85 0.03  0.0872
H: 4.41 -1.52 -3.69  0.0737
H: 4.36 0.52 -3.51  0.0775
H: 2.15 3.89 -1.97  0.0606
H: 0.85 2.33 -0.59  0.0724
O: -1.35 1.14 -1.20  -0.5401
S: -1.77 0.60 -2.52  0.9297
C: -2.50 2.00 -3.44  -0.2868
C: -1.44 2.94 -3.93  -0.2839
C: -0.46 2.51 -4.82  -0.0469
C: 0.50 3.39 -5.30  -0.0816
C: 0.48 4.72 -4.90  -0.1009
C: -0.47 5.15 -4.00  -0.0936
C: -1.43 4.27 -3.51  -0.0454
C: -3.38 -0.27 -2.19  -0.2805
C: -4.21 0.50 -1.21  -0.2828
C: -5.28 1.29 -1.62  -0.0743
C: -6.00 2.04 -0.69  -0.1069
C: -5.63 2.01 0.65  -0.1035
C: -4.56 1.23 1.06  -0.0587
C: -3.85 0.48 0.13  -0.0201
H: -3.19 2.49 -2.75  0.0852
H: -3.05 1.55 -4.27  0.0988
H: -0.43 1.46 -5.11  0.1125
H: 1.28 3.03 -5.97  0.1027
H: 1.23 5.41 -5.27  0.0960
H: -0.47 6.18 -3.66  0.0956
H: -2.16 4.60 -2.79  0.1107
H: -3.04 -1.22 -1.77  0.0182
H: -3.87 -0.43 -3.15  0.0912
H: -5.57 1.31 -2.66  0.1057
H: -6.83 2.65 -1.02  0.0897
H: -6.19 2.60 1.38  0.0918
H: -4.26 1.21 2.10  0.1057
H: -3.00 -0.11 0.45  0.0957

---

(2)
Computed, not measured: a single C3H7NO molecule, with the ωB97M-V functional and the def2-TZVPD basis.

Output
* highest occupied orbital energy: -0.334 hartree
* electronic energy: -248.45178 a.u.
* E_LUMO: 1.043 eV
* SMILES string: C/N=C/OC

Each line ends with the Löwdin charge.
Geometry (Å):
C: -1.59 -0.52 0.93  -0.1302
N: -0.43 0.06 0.37  -0.0377
C: 0.46 0.90 0.59  -0.2478
O: 1.48 0.96 -0.30  -0.1107
C: 1.33 -0.02 -1.33  -0.1009
H: -2.02 -0.10 1.84  0.0709
H: -2.34 -0.52 0.13  0.0788
H: -1.32 -1.57 1.11  0.0817
H: 0.57 1.62 1.41  0.1394
H: 1.25 -1.02 -0.90  0.0861
H: 0.41 0.15 -1.89  0.0865
H: 2.20 0.06 -1.97  0.0839

---

(3)
Computed, not measured: 2 unconnected molecules or ions with the total composition C2H5NO4, with the ωB97M-V functional and the def2-TZVPD basis.

Output
* highest occupied orbital energy: -0.375 hartree
* electronic energy: -434.73920 a.u.
* E_LUMO: 0.575 eV
* SMILES string: CO[N+](=O)[O-].C=O

Each line ends with the Löwdin charge.
Geometry (Å):
C: -0.61 1.11 0.79  0.0415
O: 0.36 0.33 -0.11  -0.0965
N: 1.71 0.42 0.19  -0.4487
O: 2.03 1.22 1.01  0.1109
O: 2.40 -0.30 -0.46  0.1273
H: -0.25 2.14 0.72  0.0843
H: -1.59 1.02 0.33  0.0796
H: -0.57 0.78 1.83  0.0952
C: -0.87 -1.68 -1.08  -0.1463
O: -1.83 -1.22 -0.53  -0.0259
H: -0.58 -1.41 -2.11  0.0899
H: -0.20 -2.41 -0.59  0.0885

---

(4)
Computed, not measured: a molecular structure, C34H76AlCl2FN7O15PS2, with the ωB97M-V functional and the def2-TZVPD basis.

Output
* highest occupied orbital energy: -0.277 hartree
* electronic energy: -5252.64052 a.u.
* E_LUMO: -6.377 eV

Each line ends with the Löwdin charge.
Geometry (Å):
C: -5.12 0.08 1.62  -0.0767
C: -4.74 -1.31 0.99  -0.2248
C: -4.29 -2.21 2.18  -0.1776
C: -3.97 -3.68 1.74  -0.1755
N: -2.58 -4.09 2.04  -0.1097
C: -2.25 -3.98 3.49  -0.1391
C: -1.03 -2.99 3.76  -0.1359
C: -0.28 -2.65 2.45  -0.2196
C: -0.84 -1.39 1.74  -0.1481
C: 0.26 -0.27 1.59  -0.4535
O: 1.36 -0.85 0.85  -0.0914
C: 2.68 -0.63 1.39  -0.3789
N: 3.10 0.77 1.41  0.0782
C: 3.71 -1.33 0.38  -0.1034
C: 3.86 -2.90 0.63  -0.1485
C: 2.60 -3.71 0.27  -0.2898
O: 3.03 -4.83 -0.53  -0.0808
P: 0.57 0.33 3.33  0.8085
O: 1.11 -0.70 4.28  -0.4305
C: -0.49 0.90 0.80  -0.3156
C: 0.33 2.23 0.71  -0.2015
C: -0.63 3.30 0.09  -0.0932
N: -1.04 0.44 -0.48  -0.0070
C: -0.10 0.48 -1.60  -0.1755
C: -0.33 -0.69 -2.64  -0.3679
C: 0.67 -1.87 -2.45  -0.0768
C: -1.79 -1.22 -2.65  -0.0837
C: -2.28 -5.34 1.54  -0.9354
S: -0.76 -6.08 1.66  0.8857
S: -3.49 -6.32 0.63  1.0257
C: -2.68 -6.42 -1.04  -0.4340
C: -2.47 -5.02 -1.69  -0.2849
C: -3.81 -4.56 -2.38  -0.0884
H: -4.63 0.92 1.10  0.0568
H: -4.76 0.10 2.67  0.0678
H: -6.23 0.20 1.66  0.0702
H: -5.68 -1.72 0.59  0.1135
H: -3.97 -1.23 0.20  0.0855
H: -3.49 -1.74 2.78  0.0878
H: -5.17 -2.28 2.85  0.1317
H: -4.67 -4.40 2.21  0.1257
H: -4.16 -3.72 0.65  0.0900
H: -3.08 -3.62 4.12  0.1419
H: -1.95 -4.95 3.93  0.0894
H: -1.45 -2.06 4.17  0.1056
H: -0.36 -3.40 4.53  0.1141
H: 0.78 -2.48 2.68  0.0882
H: -0.28 -3.47 1.71  0.0475
H: -1.24 -1.70 0.76  0.1083
H: -1.68 -0.93 2.30  0.0951
H: 2.86 -1.15 2.36  0.1347
H: 3.32 1.00 2.38  0.0695
H: 3.91 0.93 0.82  0.0755
H: 3.35 -1.27 -0.67  0.1028
H: 4.72 -0.92 0.49  0.0984
H: 4.29 -3.13 1.61  0.0883
H: 4.64 -3.22 -0.11  0.1183
H: 1.82 -3.12 -0.25  0.0914
H: 2.24 -4.17 1.21  -0.0766
H: 2.61 -4.77 -1.40  0.0804
H: 1.45 1.44 3.33  0.0209
H: -0.69 0.77 3.82  0.0521
H: -1.37 1.13 1.44  0.1398
H: 1.25 2.15 0.11  0.0919
H: 0.57 2.62 1.72  0.0878
H: -0.13 4.28 0.04  0.0777
H: -1.01 3.00 -0.90  0.0381
H: -1.53 3.42 0.74  0.0869
H: -1.86 1.00 -0.65  0.1040
H: 0.96 0.46 -1.30  0.1090
H: -0.27 1.42 -2.19  0.1089
H: -0.15 -0.25 -3.64  0.1229
H: 1.65 -1.48 -2.17  0.0612
H: 0.74 -2.39 -3.43  0.0815
H: 0.27 -2.62 -1.74  0.0640
H: -2.20 -1.42 -1.64  0.0531
H: -2.48 -0.61 -3.27  0.0805
H: -1.76 -2.21 -3.16  0.0631
H: -3.23 -7.08 -1.73  0.0920
H: -1.67 -6.86 -0.87  0.0532
H: -1.75 -5.17 -2.52  0.1142
H: -2.08 -4.26 -0.99  0.0874
H: -3.60 -4.10 -3.36  0.0728
H: -4.39 -5.48 -2.58  0.0718
H: -4.38 -3.87 -1.74  0.0676
C: -3.78 3.80 -5.42  -0.0067
C: -3.95 4.31 -4.00  -0.3061
C: -2.71 4.94 -3.42  -0.2804
O: -2.88 4.73 -2.03  0.0494
C: -3.65 3.60 -1.89  -0.5299
O: -3.84 3.03 -0.87  0.1849
O: -4.18 3.23 -3.09  0.1063
H: -4.71 3.38 -5.78  0.0949
H: -3.47 4.61 -6.09  0.0977
H: -3.04 3.00 -5.46  0.0941
H: -4.81 4.98 -3.95  0.1736
H: -2.66 6.01 -3.64  0.0602
H: -1.78 4.45 -3.73  0.0086
O: -3.15 -7.09 5.62  -0.0454
H: -2.86 -6.79 4.75  -0.0012
H: -2.69 -6.51 6.23  0.0414
Cl: 1.99 -5.50 2.71  0.1812
Al: -0.57 6.24 -3.90  0.9530
C: 7.08 -2.97 3.91  0.0610
N: 6.59 -1.89 3.01  -0.4300
O: 5.39 -1.67 3.00  0.0474
O: 7.42 -1.30 2.36  0.0714
H: 6.24 -3.41 4.43  0.0980
H: 7.58 -3.72 3.29  0.1050
H: 7.78 -2.53 4.61  0.0894
O: -9.67 -0.40 4.44  -0.3720
Cl: -8.59 -0.41 3.49  0.6125
O: -7.34 -0.13 4.16  -0.4044
O: -8.82 0.58 2.47  -0.3885
O: -8.51 -1.73 2.88  -0.4103
C: 0.10 10.56 -5.63  -0.0715
C: -0.30 9.15 -5.47  -0.2037
N: -0.61 8.03 -5.35  0.0304
H: -0.57 11.20 -5.03  0.0524
H: 1.13 10.69 -5.29  0.0881
H: 0.04 10.85 -6.68  0.0723
C: 2.02 9.51 -8.62  -0.6788
O: 0.95 10.09 -8.71  0.0287
N: 3.03 9.70 -9.51  0.1493
N: 2.28 8.64 -7.61  0.1595
H: 3.92 9.23 -9.45  0.0905
H: 2.87 10.34 -10.26  0.1044
H: 1.56 8.48 -6.93  0.0585
H: 3.15 8.15 -7.51  0.0934
C: 11.48 -0.90 5.62  -0.0930
C: 10.22 -1.11 6.44  -0.3230
O: 10.03 -2.50 6.70  -0.0947
H: 11.42 -1.44 4.68  0.0752
H: 11.64 0.16 5.41  0.0750
H: 12.36 -1.28 6.16  0.0731
H: 9.35 -0.74 5.89  0.1024
H: 10.28 -0.57 7.39  0.1093
H: 10.79 -2.81 7.19  0.0791
F: -1.99 10.66 -4.29  -0.6867

---

(5)
Computed, not measured: 3 unconnected molecules or ions with the total composition C23H53N2O9P2, with the ωB97M-V functional and the def2-TZVPD basis.

Output
* highest occupied orbital energy (spin up / spin down): -0.306 / -0.344 hartree
* electronic energy: -2377.66513 a.u.
* E_LUMO (spin up / spin down): 0.678 / 0.352 eV
* spin multiplicity: 2

Each line ends with the Löwdin spin population.
Geometry (Å):
C: -1.45 -3.24 -0.42  0.0182
C: -0.64 -2.01 0.02  0.0286
C: 0.63 -2.58 0.71  0.0049
C: -0.21 -1.20 -1.22  -0.0010
C: -0.52 0.32 -1.28  0.0008
C: 0.69 1.22 -0.92  0.0006
C: 1.60 0.69 0.19  0.0033
N: 2.50 1.76 0.68  0.0004
C: -1.77 0.77 -0.48  -0.0003
C: -2.34 -0.22 0.56  0.0289
C: -3.63 -0.88 0.02  0.0200
C: -2.77 0.62 1.78  0.0029
N: -1.35 -1.20 1.05  0.3719
O: -1.77 -1.90 2.04  0.5109
H: -1.78 -3.82 0.45  0.0028
H: -2.30 -2.95 -1.04  0.0003
H: -0.81 -3.83 -1.06  0.0012
H: 0.90 -3.51 0.20  -0.0002
H: 0.45 -2.84 1.75  -0.0009
H: 1.49 -1.92 0.60  0.0001
H: -0.70 -1.66 -2.08  -0.0002
H: 0.86 -1.33 -1.40  -0.0003
H: -0.74 0.53 -2.33  0.0001
H: 0.37 2.22 -0.61  0.0000
H: 1.29 1.37 -1.82  0.0000
H: 1.01 0.26 1.00  0.0029
H: 2.20 -0.12 -0.23  0.0000
H: 3.35 1.73 0.14  0.0001
H: 2.79 1.54 1.62  0.0000
H: -2.58 0.97 -1.18  -0.0004
H: -1.59 1.72 0.03  -0.0001
H: -3.80 -1.86 0.48  0.0027
H: -4.47 -0.22 0.18  0.0021
H: -3.54 -1.05 -1.06  0.0004
H: -1.91 0.94 2.37  -0.0002
H: -3.30 1.50 1.41  -0.0003
H: -3.49 0.07 2.39  -0.0005
O: 6.03 -2.88 4.69  0.0000
P: 6.01 -4.05 3.82  0.0000
O: 7.25 -4.18 2.84  0.0000
C: 8.59 -4.24 3.36  0.0000
C: 8.91 -5.58 3.99  0.0000
O: 4.87 -3.90 2.71  0.0000
C: 3.96 -2.80 2.72  0.0001
C: 4.43 -1.70 1.78  0.0000
O: 5.75 -5.54 4.28  0.0000
C: 4.97 -5.80 5.46  0.0000
C: 3.52 -5.40 5.29  0.0000
H: 8.73 -3.43 4.08  0.0000
H: 9.24 -4.06 2.51  0.0000
H: 8.34 -5.74 4.91  0.0000
H: 9.98 -5.62 4.24  0.0000
H: 8.68 -6.40 3.31  0.0000
H: 3.83 -2.42 3.73  0.0000
H: 3.00 -3.19 2.38  0.0001
H: 5.47 -1.44 1.98  0.0000
H: 3.82 -0.81 1.89  0.0000
H: 4.37 -2.04 0.74  0.0000
H: 5.42 -5.29 6.31  0.0000
H: 5.05 -6.87 5.64  0.0000
H: 3.41 -4.32 5.23  0.0000
H: 2.93 -5.75 6.14  0.0000
H: 3.11 -5.83 4.38  0.0000
O: -4.14 3.51 -4.29  0.0000
P: -4.57 4.90 -4.13  0.0000
O: -3.89 5.94 -5.12  0.0000
C: -4.02 5.77 -6.55  0.0000
C: -5.40 6.13 -7.06  0.0000
O: -3.99 5.51 -2.76  0.0000
C: -3.26 4.69 -1.84  0.0000
C: -1.77 4.84 -2.05  0.0000
O: -6.06 5.40 -4.04  0.0000
C: -7.09 4.50 -3.55  0.0000
C: -6.91 4.17 -2.09  0.0000
H: -3.76 4.74 -6.81  0.0000
H: -3.27 6.42 -6.98  0.0000
H: -6.16 5.43 -6.72  0.0000
H: -5.40 6.12 -8.15  0.0000
H: -5.69 7.12 -6.71  0.0000
H: -3.57 3.65 -1.93  0.0000
H: -3.53 5.03 -0.84  0.0000
H: -1.49 4.70 -3.09  0.0000
H: -1.23 4.11 -1.44  0.0000
H: -1.45 5.84 -1.76  0.0000
H: -7.10 3.60 -4.16  0.0000
H: -8.03 5.02 -3.72  0.0000
H: -6.03 3.55 -1.93  0.0000
H: -7.78 3.62 -1.72  0.0000
H: -6.79 5.08 -1.50  0.0000

---

(6)
Computed, not measured: a molecular structure, C6H13NO3, with the ωB97M-V functional and the def2-TZVPD basis.

Output
* highest occupied orbital energy (spin up / spin down): -0.332 / -0.331 hartree
* electronic energy: -516.63860 a.u.
* E_LUMO (spin up / spin down): -1.246 / -1.246 eV

Each line ends with the Löwdin charge.
Geometry (Å):
N: 3.59 3.66 -1.06  0.1363
O: 4.69 3.76 -1.45  0.1209
C: -0.39 -1.62 1.39  -0.0545
C: -0.90 -0.78 0.19  -0.5951
C: -1.52 -1.76 -0.87  -0.0806
C: -1.99 0.25 0.59  -0.0562
C: 0.23 -0.14 -0.60  -0.1520
C: 1.12 0.99 0.06  -0.1456
O: 2.12 1.56 -0.91  -0.1888
O: 2.88 2.40 -0.07  -0.2018
H: 0.02 -0.97 2.15  0.0772
H: -1.18 -2.20 1.89  0.0804
H: 0.32 -2.39 1.05  0.0866
H: -1.93 -1.21 -1.75  0.0842
H: -0.80 -2.54 -1.18  0.0847
H: -2.40 -2.35 -0.53  0.0858
H: -2.36 0.79 -0.29  0.0875
H: -2.88 -0.20 1.03  0.0803
H: -1.59 0.92 1.36  0.0753
H: 0.93 -0.93 -0.91  0.1225
H: -0.17 0.32 -1.51  0.1166
H: 0.52 1.84 0.49  0.1217
H: 1.70 0.59 0.92  0.1149

---

Calculated max |F| in order - 0.628; 0.578; 2.261; 4.436; 3.044; 5.504 eV/Å